C3H4FO3 | wB97M-V/def2-TZVPD

Values from the calculation:
gap between HOMO and LUMO	7.8	eV
structure (SMILES)	[O-][C@@]1(CF)O[C@H]1O
energy	-12034.906	eV
net charge	-1

Last column: Löwdin charge in e.
CARTESIAN COORDINATES (ANGSTROEM)
O 1.5900 0.1340 -0.5740  -0.15
C 0.4077 -0.1199 -0.1068  -0.57
C -0.4644 -1.1202 -0.9434  -0.14
F -1.7453 -0.7070 -0.7073  -0.07
O -0.0576 -0.4099 1.3154  -0.02
C -0.2534 0.8429 0.8671  -0.49
O 0.7117 1.7226 1.2592  -0.07
H -0.1392 -0.9147 -2.0209  0.13
H -0.2654 -2.1302 -0.5343  0.11
H -1.2808 1.3358 0.8178  0.15
H 1.4967 1.3668 0.6272  0.11

Forces on atoms 1 to 2 (eV/Å):
O 0.22 -0.33 1.46
C -1.86 -0.18 -1.79

C95H221N15O15 | wB97M-V/def2-TZVPD

Values from the calculation:
gap between HOMO and LUMO	8.8	eV
energy	-155147.156	eV

Last column: Mulliken charge in e.
CARTESIAN COORDINATES (ANGSTROEM)
C -3.7393 0.3418 -5.4951  -1.12
C -4.8453 -0.0056 -4.4350  2.85
C -5.5720 1.2931 -4.1015  -1.37
O -4.7587 2.1913 -3.4389  0.07
C -5.0619 3.5784 -3.4762  -0.77
N -5.8456 -0.9449 -4.8526  -0.59
H -4.2791 0.8456 -6.3343  0.41
H -3.1947 -0.5377 -5.8702  0.23
H -2.9224 0.9168 -5.0182  -0.06
H -4.4067 -0.3871 -3.4883  -1.63
H -6.4623 1.1406 -3.4905  0.41
H -5.9950 1.7960 -5.0494  0.41
H -4.9258 3.8647 -4.5496  0.32
H -4.2357 3.9998 -2.9569  0.00
H -6.0909 3.7633 -3.2132  0.35
H -6.3810 -0.4962 -5.5899  0.34
H -5.4315 -1.7373 -5.2812  0.26
C -0.4055 8.5171 6.1056  -1.73
C -0.7712 7.0659 6.5184  0.59
C -0.6612 6.2661 5.2000  0.35
O -1.3079 6.9586 4.1393  -0.43
C -0.7230 6.5967 2.8743  -0.67
N 0.1309 6.6129 7.6246  -0.59
H -0.9987 8.7901 5.2779  0.38
H 0.6043 8.5209 5.7789  0.41
H -0.6026 9.0934 7.0312  0.49
H -1.8477 7.1281 6.7676  0.12
H -1.0855 5.2978 5.3713  -0.87
H 0.3799 6.2312 4.7671  0.64
H 0.2632 7.1462 2.7378  0.37
H -1.3476 6.9976 2.1147  0.32
H -0.5761 5.5308 2.8376  0.27
H 0.4691 7.3805 8.1493  0.25
H -0.3585 5.9470 8.2069  0.21
C -3.5676 -4.3833 1.2215  -0.48
C -4.9200 -4.8176 0.6390  -0.02
C -5.2265 -3.9267 -0.5519  -0.92
O -5.4187 -2.5462 -0.3040  -0.26
C -5.6913 -1.8627 -1.5310  -0.70
N -4.9709 -6.1822 0.2166  -0.68
H -3.2841 -5.1313 1.9191  0.62
H -3.6006 -3.4441 1.7405  -0.17
H -2.8767 -4.2664 0.3795  0.11
H -5.6783 -4.6301 1.3845  0.73
H -6.1566 -4.2030 -1.0433  0.48
H -4.4720 -4.0342 -1.3893  -0.01
H -6.1480 -0.9209 -1.3265  0.45
H -6.4703 -2.3803 -2.1780  0.34
H -4.8039 -1.6879 -2.1745  -0.09
H -5.1962 -6.7745 1.0359  0.35
H -4.0932 -6.4548 -0.1485  0.11
C 5.4139 3.0367 -6.9529  -1.57
C 4.1881 3.2098 -6.0953  0.51
C 3.0191 2.4269 -6.7084  1.53
O 2.6980 2.9507 -7.9773  -0.44
C 1.6352 2.2835 -8.6141  -0.67
N 4.3665 2.7256 -4.7099  0.18
H 5.7095 1.9868 -6.8959  0.27
H 6.2183 3.7661 -6.6271  0.46
H 5.1836 3.3327 -7.9981  0.34
H 3.9326 4.2657 -6.2150  -0.21
H 2.1118 2.3271 -6.0312  -0.02
H 3.3525 1.3734 -6.8274  -1.01
H 1.4609 2.7117 -9.6116  0.33
H 0.6874 2.4224 -8.1075  0.20
H 1.7287 1.1703 -8.7803  0.23
H 5.2877 2.9955 -4.4054  0.23
H 3.7405 3.3033 -4.1874  -0.20
C 1.7677 4.4594 -1.9601  -0.63
C 1.4476 5.0868 -3.2825  2.36
C 0.6063 6.2938 -3.0600  -1.24
O -0.5261 5.9117 -2.3205  0.13
C -0.8462 6.7796 -1.2431  -0.71
N 2.6710 5.2724 -4.0948  -0.39
H 2.3557 3.5965 -2.2122  -0.23
H 0.9068 4.1321 -1.3834  -0.21
H 2.3784 5.1925 -1.2855  0.42
H 0.8756 4.3700 -3.9394  -0.78
H 0.2269 6.6848 -3.9838  -0.19
H 1.2347 7.0541 -2.5737  0.69
H -1.4744 6.2246 -0.4961  -0.10
H -1.4015 7.7073 -1.6048  0.25
H 0.0537 7.1082 -0.7928  0.51
H 2.3712 5.4137 -5.0820  -0.12
H 3.1421 6.1339 -3.8418  0.29
C 1.1987 7.2306 -7.1330  -1.46
C 0.4134 6.0679 -7.7514  1.72
C -0.8728 5.8312 -6.9915  -1.50
O -0.5468 5.2602 -5.7166  0.29
C -1.6132 4.5320 -5.1545  -0.84
N 0.0982 6.0948 -9.1818  -0.70
H 1.1758 7.2304 -6.0724  0.28
H 0.8204 8.2602 -7.3219  0.34
H 2.2509 7.2091 -7.4284  0.33
H 0.9608 5.1690 -7.5916  -0.48
H -1.4649 5.1577 -7.5871  0.49
H -1.3890 6.7914 -6.8943  0.37
H -2.3848 5.3104 -5.0616  0.37
H -1.4426 4.0954 -4.1876  0.01
H -2.0202 3.7453 -5.8477  0.35
H 0.9421 6.2573 -9.7601  0.27
H -0.6571 6.6783 -9.4219  0.21
C -3.5208 -4.1661 -4.7809  -1.62
C -2.0000 -4.0920 -4.6793  1.87
C -1.4036 -5.4184 -5.1375  -1.03
O -1.9478 -6.3839 -4.2634  -0.19
C -1.7572 -7.6936 -4.7446  -1.00
N -1.4837 -2.9483 -5.5030  -0.56
H -3.8825 -4.5052 -5.7450  0.46
H -3.9083 -3.1967 -4.5307  -0.02
H -3.8430 -4.8415 -4.0577  0.55
H -1.6936 -3.8402 -3.6248  -0.42
H -0.2612 -5.4146 -5.2011  0.07
H -1.6950 -5.6142 -6.1432  0.74
H -2.1965 -8.4696 -4.1442  0.28
H -0.7009 -7.9543 -4.7365  0.33
H -2.2187 -7.6483 -5.7209  0.37
H -2.1311 -2.7534 -6.2319  0.34
H -1.5964 -2.1284 -4.9465  0.02
C -5.8955 -1.8137 3.3502  -0.81
C -5.2769 -2.6997 4.3817  1.47
C -4.0125 -2.1721 4.9974  -1.71
O -3.0437 -1.8531 3.9699  0.68
C -1.9696 -2.8054 3.9430  -0.77
N -6.1936 -3.0306 5.4961  -0.75
H -6.6943 -2.2307 2.7406  0.45
H -5.1029 -1.4781 2.6419  -0.06
H -6.2928 -0.9298 3.9573  0.12
H -4.9037 -3.5650 3.8288  -0.11
H -3.6320 -2.7794 5.8242  0.63
H -4.2029 -1.1965 5.4740  0.06
H -1.7083 -3.1211 4.9308  0.37
H -1.0811 -2.3783 3.4298  -0.33
H -2.3854 -3.6948 3.4555  0.35
H -7.1442 -3.3491 5.2706  0.24
H -5.7663 -3.6309 6.1202  0.19
C 6.1899 -2.6441 -5.6930  -1.74
C 4.9119 -1.9652 -6.0287  1.24
C 4.0746 -2.7978 -6.9876  -1.24
C 3.3864 -3.9851 -6.3878  -0.88
C 2.4907 -3.5204 -5.2034  -1.21
C 3.2611 -2.6306 -4.1832  2.98
N 3.9383 -1.5870 -4.9772  0.09
O 4.7269 -0.8047 -4.0122  0.64
C 2.2473 -1.8952 -3.1939  0.14
C 4.2019 -3.5885 -3.3906  -1.26
C 5.2290 -0.6393 -6.8128  -1.93
H 6.8255 -2.0653 -5.0227  0.22
H 6.6772 -2.8199 -6.6278  0.53
H 5.9984 -3.6142 -5.2340  0.39
H 3.3651 -2.0455 -7.4296  0.26
H 4.7636 -3.1538 -7.7110  0.47
H 4.0742 -4.7599 -6.0176  0.33
H 2.7901 -4.3541 -7.2370  0.54
H 2.1037 -4.3952 -4.7359  -0.16
H 1.5876 -3.0197 -5.6141  0.45
H 2.6028 -1.9271 -2.1777  -0.88
H 2.1166 -0.8427 -3.5079  -0.78
H 1.3023 -2.4430 -3.2974  0.31
H 5.0853 -3.0911 -2.9833  -0.24
H 3.6502 -3.9336 -2.5180  -0.12
H 4.5368 -4.4267 -3.9541  0.62
H 4.3440 -0.3478 -7.3144  0.41
H 5.9516 -0.7827 -7.6204  0.44
H 5.5503 0.1012 -6.0949  0.19
H 4.3486 0.0641 -4.0544  -0.35
C -5.2170 6.5154 4.9915  -1.88
C -5.1829 5.1046 4.5461  1.77
C -3.7943 4.5703 4.8282  -0.62
C -3.7647 3.0473 4.6606  2.69
C -4.8920 2.3561 5.3628  -1.10
C -6.3221 2.8366 5.1080  2.36
N -6.2587 4.3295 5.2788  0.08
O -7.4690 5.0096 4.8102  -0.53
C -6.7543 2.3964 3.7448  -1.64
C -7.1579 2.3113 6.2026  -2.11
C -5.3202 5.1925 2.9313  -1.87
H -4.3460 7.1177 4.6060  0.22
H -5.1102 6.5533 6.0983  0.42
H -6.1518 7.0248 4.6480  0.43
H -3.1489 5.0927 4.1079  -0.24
H -3.4832 4.8493 5.8474  0.28
H -2.8484 2.6015 5.0574  -0.82
H -3.7859 2.8035 3.6148  -0.98
H -4.7638 2.4226 6.4826  0.36
H -4.7810 1.2874 5.0252  -0.48
H -7.7129 2.8656 3.4682  0.39
H -6.0793 2.6531 2.9776  0.19
H -6.9016 1.2944 3.7689  0.38
H -6.8459 2.6619 7.2141  0.42
H -8.1764 2.6927 6.0507  0.49
H -7.1030 1.2387 6.2413  0.30
H -4.8302 4.4220 2.3647  0.15
H -4.9437 6.1227 2.6491  0.65
H -6.3823 5.2795 2.7200  0.37
H -7.9839 5.3472 5.5453  0.33
C -1.2650 -8.7260 -0.1215  -1.69
C 0.1230 -8.1499 -0.3747  1.49
C 0.5245 -8.4335 -1.8893  -0.70
C 1.6583 -7.5837 -2.3591  -1.31
C 1.2865 -6.0996 -2.0759  -0.17
C 1.0571 -5.7768 -0.6081  3.41
N -0.0508 -6.6763 -0.2722  0.32
O -0.3025 -6.3564 1.1210  -0.43
C 2.2598 -5.8396 0.2866  -1.61
C 0.4842 -4.3220 -0.4235  -1.48
C 0.9860 -8.7725 0.6500  -1.90
H -1.2698 -9.7444 -0.5003  0.48
H -2.0458 -8.1307 -0.7264  0.03
H -1.4888 -8.5958 0.9068  0.48
H 0.7513 -9.5554 -1.9197  0.40
H -0.3706 -8.2338 -2.5073  -0.14
H 1.7906 -7.5618 -3.4511  0.55
H 2.5533 -7.7967 -1.7936  0.49
H 0.3777 -5.9038 -2.6534  -0.15
H 2.0993 -5.5655 -2.5560  -0.52
H 2.9728 -5.1026 0.0268  0.51
H 1.9457 -5.7407 1.2963  0.20
H 2.8290 -6.8065 0.2131  0.20
H 1.0393 -3.5772 -0.8873  0.27
H -0.5416 -4.4453 -0.8299  0.15
H 0.4096 -4.2049 0.6774  -0.26
H 2.0427 -8.8108 0.4529  0.37
H 0.7454 -9.8208 0.6981  0.59
H 0.7799 -8.2906 1.6231  0.21
H -1.1982 -5.9845 1.1023  0.13
C 5.2521 -3.1881 3.6193  -1.81
C 4.0383 -2.4394 4.2320  2.20
C 3.1487 -1.9241 3.1357  0.06
C 2.2064 -2.9717 2.5153  1.45
C 1.4651 -3.6760 3.6570  0.12
C 2.3633 -4.3172 4.7203  1.10
N 3.2316 -3.1775 5.1981  0.92
O 4.1725 -3.8194 6.1041  -0.60
C 1.4968 -4.6690 5.8937  -1.31
C 3.0774 -5.6138 4.1508  -1.86
C 4.4972 -1.2148 5.0252  -2.10
H 6.0870 -2.4409 3.5239  0.29
H 5.5144 -3.9317 4.3887  0.52
H 5.0588 -3.6176 2.6472  0.14
H 2.7004 -1.0157 3.5731  -0.50
H 3.7146 -1.4636 2.3189  -0.59
H 1.5046 -2.4604 1.8410  -0.09
H 2.7779 -3.7654 1.9587  -0.94
H 0.7378 -4.4017 3.2684  0.78
H 0.9114 -2.8779 4.1143  -0.90
H 2.0412 -4.8371 6.8538  0.34
H 0.8442 -5.5022 5.8020  0.38
H 0.7872 -3.8418 6.0803  -0.13
H 3.7682 -5.9894 4.8535  0.48
H 3.5135 -5.3443 3.2038  0.26
H 2.2682 -6.3011 4.0008  0.41
H 3.6562 -0.6988 5.5479  0.23
H 5.2870 -1.4427 5.8429  0.48
H 5.1057 -0.5116 4.4253  0.37
H 4.1408 -3.2171 6.8255  0.35
C 1.8696 1.4714 6.7156  -1.74
C 0.4970 1.1421 6.1054  3.02
C 0.3995 -0.4018 6.0340  -0.76
C -0.1287 -1.1148 7.3058  -0.57
C -1.3627 -0.3611 7.7932  -0.95
C -1.1775 1.1231 8.0291  1.39
N -0.6833 1.6495 6.8104  1.15
O -0.3617 3.0399 6.9997  -0.54
C -2.5586 1.8095 8.3746  -1.66
C -0.3297 1.3411 9.2980  -1.82
C 0.3868 1.6928 4.7161  -1.30
H 1.9280 2.5399 6.9569  0.38
H 2.5712 1.2902 5.8835  0.48
H 2.1448 0.8923 7.6019  0.29
H -0.2284 -0.8409 5.2743  -0.02
H 1.3730 -0.7350 5.7303  -0.41
H 0.6653 -1.2665 8.0996  0.30
H -0.4351 -2.1846 7.0458  0.12
H -1.7351 -0.7578 8.7185  0.72
H -2.1354 -0.4355 6.9947  -0.36
H -3.0268 1.1295 9.1045  0.62
H -2.4136 2.8192 8.8088  0.36
H -3.2367 1.8585 7.5108  -0.24
H -1.0101 1.2655 10.1846  0.48
H 0.5470 0.6736 9.3115  0.34
H -0.0274 2.3882 9.1831  0.29
H 0.8632 2.7327 4.6513  0.18
H -0.6823 1.8237 4.4615  -0.57
H 0.9597 1.0080 4.1158  0.50
H -1.1089 3.4361 6.5189  0.11
C -2.9857 1.1198 0.4431  -1.13
C -1.7330 2.0796 0.2489  2.73
C -0.5219 1.7073 1.1377  -0.65
C 0.0421 0.3857 0.7363  0.38
C 0.5812 0.5103 -0.7107  0.29
C -0.5345 0.9136 -1.7094  2.19
N -1.1721 2.1526 -1.1575  0.64
O -2.1744 2.5507 -2.1162  0.63
C 0.1426 1.3647 -3.0515  -1.15
C -1.3856 -0.3228 -2.0671  0.08
C -2.1337 3.5416 0.6496  -1.49
H -2.8889 0.0005 0.5690  0.19
H -3.8513 1.0985 -0.2224  0.21
H -3.4472 1.3518 1.4123  -0.10
H 0.1654 2.5268 0.9625  0.50
H -0.7939 1.7265 2.1851  -0.53
H -0.7680 -0.3551 0.7323  -0.25
H 0.9084 0.0384 1.3085  -0.03
H 0.9851 -0.4599 -1.0848  -1.03
H 1.3736 1.1886 -0.8008  -0.32
H 0.6108 0.5548 -3.6107  0.40
H -0.6335 1.7925 -3.7722  0.11
H 0.8616 2.1616 -2.7860  -0.77
H -0.7702 -1.2491 -1.9284  -0.59
H -2.3517 -0.3190 -1.5250  -0.50
H -1.6117 -0.3035 -3.1092  0.10
H -2.4469 3.5764 1.6831  -0.45
H -2.9469 3.8623 0.0146  0.46
H -1.2949 4.1527 0.4188  0.11
H -2.9557 1.9412 -2.1060  -0.16
C 8.1302 -1.3704 0.3631  -2.27
C 6.9833 -0.6862 -0.3973  2.05
C 5.5762 -1.2627 0.0283  -1.41
C 4.4140 -0.4661 -0.4678  0.76
C 4.5665 0.9356 0.1141  -2.31
C 5.8007 1.6398 -0.3717  2.48
N 6.9387 0.7644 -0.1262  0.16
O 8.1799 1.3870 -0.5553  -0.50
C 5.6099 2.1050 -1.8535  -1.09
C 5.9499 2.9313 0.4777  -2.25
C 7.1961 -1.0545 -1.8677  -2.07
H 7.9149 -1.4048 1.4278  0.32
H 9.0287 -0.8437 0.1569  0.53
H 8.3810 -2.4565 0.1433  0.28
H 5.5179 -2.2838 -0.3576  0.72
H 5.5384 -1.3409 1.1271  -0.29
H 3.4657 -0.8981 -0.1801  0.19
H 4.4737 -0.4388 -1.5894  -0.01
H 4.5307 0.8733 1.1648  0.90
H 3.7602 1.5849 -0.1080  0.20
H 5.1229 1.3387 -2.4564  -0.28
H 5.1518 3.1037 -1.8615  0.46
H 6.6224 2.2088 -2.2410  0.49
H 6.7671 3.4769 -0.0337  0.48
H 5.0692 3.6391 0.4967  0.21
H 6.2462 2.7074 1.4534  0.54
H 8.1339 -0.5412 -2.2563  0.42
H 6.3426 -0.6878 -2.5050  0.71
H 7.2528 -2.0950 -1.9999  0.56
H 8.2447 1.1202 -1.5312  0.40

Forces on atoms 1 to 2 (eV/Å):
C -0.29 -0.45 0.61
C 1.17 0.93 0.27

C20H28BCl4F8N2OsSb | wB97M-V/def2-TZVPD

Values from the calculation:
spin multiplicity	6
gap between HOMO and LUMO (alpha / beta)	8.9 / 5.0	eV
<S²>	8.77
energy	-105664.143	eV
net charge	+3

Last column: Löwdin charge in e.
CARTESIAN COORDINATES (ANGSTROEM)
Os 0.0710 -1.1542 1.6189  1.75
C -3.1425 -2.1431 -4.4558  -0.01
C -2.9337 -0.7049 -3.9412  -0.55
C -2.1264 0.0874 -4.9682  -0.05
C -4.3001 -0.0246 -3.7326  -0.02
C -2.2348 -0.7907 -2.6038  -0.08
C -2.8412 -1.4515 -1.5237  0.05
C -2.2069 -1.5412 -0.3155  -0.05
N -0.9771 -1.0019 -0.1201  -0.13
C -0.3592 -0.3548 -1.1484  -0.17
C -0.9657 -0.2393 -2.3744  0.10
C 0.9779 0.1734 -0.8122  -0.17
C 1.7906 0.8631 -1.6691  0.09
C 3.0566 1.3227 -1.2567  -0.08
C 3.4325 1.0333 0.0584  0.06
C 2.5884 0.3373 0.8878  -0.05
N 1.3761 -0.0908 0.4695  -0.13
C 3.9363 2.0832 -2.2221  -0.55
C 3.1653 3.3214 -2.7167  -0.02
C 4.2451 1.1525 -3.4117  -0.01
C 5.2461 2.5295 -1.5744  -0.04
H -3.6549 -2.0990 -5.4164  0.11
H -3.7593 -2.7377 -3.7814  0.09
H -2.1914 -2.6566 -4.6043  0.10
H -2.6847 0.1279 -5.9020  0.10
H -1.1674 -0.3858 -5.1908  0.10
H -1.9572 1.1193 -4.6517  0.10
H -4.8051 0.0465 -4.6952  0.11
H -4.1874 0.9860 -3.3369  0.10
H -4.9490 -0.5921 -3.0654  0.09
H -3.8157 -1.9060 -1.6285  0.14
H -2.6456 -2.0489 0.5321  0.12
H -0.4560 0.2759 -3.1735  0.12
H 1.4564 1.0612 -2.6764  0.13
H 4.3873 1.3538 0.4475  0.13
H 2.8511 0.1030 1.9105  0.12
H 2.2549 3.0597 -3.2578  0.08
H 3.8018 3.8764 -3.4049  0.11
H 2.9043 3.9858 -1.8916  0.10
H 3.3434 0.8458 -3.9441  0.09
H 4.7837 0.2597 -3.0914  0.10
H 4.8760 1.6892 -4.1196  0.11
H 5.0782 3.1997 -0.7292  0.10
H 5.8341 3.0779 -2.3085  0.10
H 5.8520 1.6829 -1.2462  0.10
Cl -3.1651 0.2549 4.9792  0.60
C -2.2310 1.7739 4.6290  -0.85
Cl -1.3101 1.6266 3.1364  0.58
H -1.5651 1.9602 5.4632  0.03
H -2.9830 2.5451 4.5060  0.06
F -0.4733 2.0864 10.0418  0.37
B -1.0290 1.6279 8.9783  -0.79
F -0.8769 2.1327 7.7692  0.28
Cl 0.0530 -4.7802 3.2315  0.63
C 1.4972 -4.5614 2.3112  -0.87
Cl 1.2247 -3.4425 0.8592  0.54
H 1.8159 -5.4851 1.8395  0.05
H 2.2791 -4.0858 2.8905  0.05
F 1.1648 -1.0541 3.1277  -0.45
Sb -2.7906 -1.1621 7.3968  1.70
F -3.4500 -2.4959 6.2860  -0.37
F -1.3811 -1.9009 2.5294  -0.47
F -2.8933 -2.0293 9.0253  -0.31
F -1.8490 0.5455 9.0427  0.14
F -0.9849 -1.2875 6.9950  -0.35

Forces on atoms 1 to 2 (eV/Å):
Os -0.02 -0.04 -0.07
C 0.00 0.00 0.00

Values for energy above the lowest of the compared OMol25 structures with the same formula, charge and spin, eV, ordered as above
2.712 4.665 0.000